# 1
76
Properties=species:S:1:pos:R:3 method="wB97M-V/def2-TZVPD" e_above_lowest_kcal_mol=0.0 e_homo_ev="-10.6852 / -10.0120" multiplicity=3 total_charge=+1 orbital_gap_ha="0.2697 / 0.2391"
V 0.858 -1.499 1.122
O 0.083 -2.346 3.541
N 0.168 -1.037 3.008
C -0.401 -0.152 3.721
C -0.565 1.246 3.352
C -1.101 2.055 4.361
C -1.347 3.396 4.142
C -1.067 3.940 2.898
C -0.538 3.145 1.893
C -0.278 1.792 2.093
P 0.449 0.854 0.679
C 1.801 2.007 0.248
C 1.678 3.007 -0.713
C 2.733 3.877 -0.957
C 3.914 3.760 -0.239
C 4.041 2.770 0.728
C 2.992 1.899 0.966
C -0.801 1.079 -0.626
C -2.142 1.279 -0.299
C -3.107 1.305 -1.294
C -2.744 1.136 -2.622
C -1.410 0.940 -2.954
C -0.442 0.908 -1.962
H -0.841 -2.610 3.392
H -0.826 -0.473 4.670
H -1.324 1.615 5.325
H -1.759 4.010 4.931
H -1.262 4.986 2.705
H -0.330 3.590 0.930
H 0.764 3.105 -1.284
H 2.630 4.646 -1.711
H 4.734 4.439 -0.432
H 4.959 2.677 1.295
H 3.101 1.125 1.718
H -2.444 1.398 0.734
H -4.147 1.446 -1.026
H -3.499 1.155 -3.397
H -1.117 0.809 -3.987
H 0.593 0.751 -2.237
C 0.890 -4.782 1.433
C 2.080 -4.236 1.920
C 2.764 -3.281 1.185
C 2.297 -2.838 -0.082
C 1.065 -3.367 -0.520
C 0.392 -4.349 0.217
Si 2.774 -1.102 -0.527
C 2.757 -0.549 -2.297
C 2.133 -1.264 -3.324
C 2.075 -0.752 -4.611
C 2.641 0.484 -4.894
C 3.280 1.199 -3.891
C 3.339 0.685 -2.605
H 0.356 -5.525 2.010
H 2.465 -4.552 2.880
H 3.688 -2.871 1.577
H 0.608 -3.016 -1.436
H -0.541 -4.743 -0.164
H 4.073 -0.805 0.114
H 1.694 -2.234 -3.129
H 1.594 -1.319 -5.397
H 2.594 0.883 -5.899
H 3.737 2.155 -4.113
H 3.840 1.255 -1.829
O -2.315 -1.386 1.567
B -1.279 -1.627 0.641
O -1.849 -2.014 -0.578
C -3.212 -1.953 -0.415
C -4.202 -2.195 -1.340
C -5.515 -2.026 -0.905
C -5.803 -1.634 0.399
C -4.791 -1.397 1.327
C -3.499 -1.570 0.883
H -3.967 -2.489 -2.354
H -6.327 -2.203 -1.596
H -6.835 -1.513 0.701
H -5.006 -1.093 2.343

# 2
149
Properties=species:S:1:pos:R:3 method="wB97M-V/def2-TZVPD" e_homo_ev=-9.8008 orbital_gap_ha=0.3485 smiles="C[C@H]1COC(=O)O1.C[C@H]1COC(=O)O1.C[C@H]1COC(=O)O1.O=S1(=O)CCCC1.O=S1(=O)CCCC1.O=S1(=O)CCCC1.O=S1(=O)CCCC1.O=S1(=O)CCCC1.O=S1(=O)CCCC1.CC(C)=O.CC(C)=O"
C -1.464 -0.904 -1.378
C -0.196 -0.334 -0.810
C 0.085 1.181 -1.015
O 0.531 1.546 0.283
C 0.457 0.550 1.169
O 0.770 0.607 2.326
O -0.122 -0.498 0.601
H -1.458 -1.995 -1.374
H -1.599 -0.666 -2.436
H -2.370 -0.543 -0.884
H 0.609 -0.910 -1.275
H -0.871 1.644 -1.263
H 0.798 1.308 -1.824
C -2.270 -4.953 -2.158
C -1.178 -5.810 -2.754
C -0.668 -6.941 -1.839
O -0.684 -8.075 -2.714
C -1.310 -7.766 -3.873
O -1.496 -8.562 -4.732
O -1.585 -6.457 -3.940
H -3.151 -5.474 -1.784
H -2.583 -4.210 -2.904
H -1.947 -4.235 -1.397
H -0.361 -5.110 -2.935
H -1.401 -7.134 -1.056
H 0.308 -6.698 -1.434
C -6.060 -0.586 -0.024
C -5.241 -1.730 -0.516
C -6.029 -3.004 -0.850
O -5.569 -3.383 -2.146
C -4.802 -2.403 -2.670
O -4.348 -2.379 -3.768
O -4.673 -1.429 -1.781
H -5.542 0.373 -0.063
H -6.370 -0.742 1.010
H -6.948 -0.495 -0.653
H -4.480 -2.052 0.205
H -7.109 -2.842 -0.931
H -5.928 -3.804 -0.117
O -4.134 1.309 5.443
S -2.797 1.147 4.912
O -1.756 2.104 5.237
C -2.212 -0.570 5.202
C -2.185 -1.272 3.845
C -3.030 -0.535 2.813
C -2.856 0.956 3.116
H -2.872 -0.995 5.954
H -1.210 -0.479 5.618
H -1.170 -1.448 3.487
H -2.584 -2.271 4.044
H -4.072 -0.867 2.874
H -2.741 -0.786 1.792
H -3.642 1.632 2.784
H -1.893 1.201 2.665
O 2.642 -5.167 -3.755
S 2.733 -4.188 -4.813
O 3.469 -4.484 -6.020
C 1.030 -3.699 -5.201
C 0.743 -2.694 -4.114
C 1.939 -1.733 -4.026
C 3.227 -2.554 -4.187
H 0.450 -4.605 -5.352
H 1.077 -3.088 -6.108
H -0.158 -2.119 -4.338
H 0.565 -3.204 -3.162
H 1.925 -1.263 -3.042
H 1.867 -0.959 -4.788
H 3.869 -2.673 -3.316
H 3.871 -2.166 -4.976
O -0.466 5.701 0.180
S -1.332 4.856 0.996
O -2.052 3.703 0.460
C -0.292 4.244 2.410
C -0.834 4.998 3.615
C -2.336 5.263 3.395
C -2.462 5.871 2.004
H 0.728 4.419 2.075
H -0.438 3.166 2.477
H -0.688 4.446 4.544
H -0.283 5.929 3.769
H -2.675 6.003 4.115
H -2.830 4.294 3.461
H -2.113 6.901 2.005
H -3.434 5.813 1.519
O 2.464 5.313 6.571
S 2.859 3.920 6.544
O 3.043 3.181 7.778
C 1.814 2.919 5.390
C 2.596 2.970 4.078
C 4.036 2.735 4.462
C 4.347 3.843 5.474
H 0.761 3.176 5.443
H 1.921 1.918 5.821
H 2.211 2.274 3.331
H 2.341 3.970 3.703
H 4.703 2.827 3.604
H 4.101 1.753 4.935
H 4.305 4.765 4.890
H 5.301 3.863 5.991
O 7.310 2.496 -0.927
S 5.902 2.775 -1.034
O 5.469 3.935 -1.771
C 4.998 1.331 -1.766
C 4.380 0.608 -0.573
C 3.929 1.648 0.454
C 5.049 2.668 0.596
H 5.760 0.722 -2.245
H 4.210 1.655 -2.441
H 3.553 -0.048 -0.848
H 5.093 -0.063 -0.083
H 3.668 1.251 1.435
H 3.017 2.113 0.072
H 5.771 2.292 1.322
H 4.676 3.640 0.913
O 2.440 -2.278 -0.269
S 1.847 -3.478 0.304
O 0.532 -3.889 -0.154
C 3.001 -4.894 0.094
C 3.937 -4.734 1.300
C 3.030 -4.450 2.500
C 1.931 -3.436 2.132
H 3.362 -4.883 -0.929
H 2.321 -5.715 0.329
H 4.520 -5.652 1.351
H 4.619 -3.898 1.140
H 3.594 -4.125 3.374
H 2.461 -5.316 2.845
H 1.995 -2.409 2.486
H 0.938 -3.801 2.395
C -0.341 4.229 -2.609
C 1.111 3.880 -2.680
C 2.023 4.419 -1.615
O 1.505 3.012 -3.437
H -0.600 5.282 -2.509
H -0.759 3.626 -1.801
H -0.962 3.952 -3.465
H 3.077 4.226 -1.792
H 1.727 3.819 -0.743
H 1.813 5.465 -1.402
C -3.219 1.795 -3.500
C -4.647 1.856 -4.007
C -4.792 2.092 -5.498
O -5.612 1.793 -3.280
H -2.512 2.117 -4.265
H -2.974 0.776 -3.202
H -3.030 2.428 -2.630
H -4.174 2.986 -5.642
H -5.809 2.246 -5.833
H -4.275 1.281 -6.017

# 3
37
Properties=species:S:1:pos:R:3 method="wB97M-V/def2-TZVPD" e_above_lowest_kcal_mol=0.0 e_homo_ev=-11.1967 total_charge=+1 orbital_gap_ha=0.2658 smiles=C[C@H]([NH2+]CC(F)(F)F)n1c2ccccc2c2ccccc21
C -0.295 2.026 -1.967
C -0.890 1.156 -0.845
N -0.600 1.809 0.378
C -1.232 2.366 1.904
C -0.943 3.813 2.153
F -0.920 4.050 3.517
F -1.853 4.645 1.567
F 0.294 4.171 1.638
N -0.245 -0.257 -0.768
C -0.917 -1.446 -0.412
C -2.300 -1.694 -0.233
C -2.666 -2.961 0.235
C -1.707 -3.942 0.522
C -0.339 -3.678 0.338
C 0.046 -2.446 -0.207
C 1.343 -1.873 -0.464
C 2.639 -2.350 -0.261
C 3.717 -1.510 -0.567
C 3.514 -0.183 -1.001
C 2.224 0.342 -1.114
C 1.152 -0.517 -0.804
H -1.104 2.580 -2.468
H 0.515 2.768 -1.738
H 0.095 1.275 -2.677
H -1.959 1.023 -0.902
H -0.262 2.723 0.083
H 0.014 1.149 0.913
H -0.596 1.783 2.608
H -2.283 2.083 2.071
H -3.070 -0.966 -0.468
H -3.716 -3.210 0.398
H -2.034 -4.928 0.892
H 0.407 -4.397 0.636
H 2.787 -3.337 0.182
H 4.749 -1.872 -0.452
H 4.373 0.448 -1.229
H 2.059 1.358 -1.460

# 4
22
Properties=species:S:1:pos:R:3 method="wB97M-V/def2-TZVPD" e_above_lowest_kcal_mol=109.0 e_homo_ev=-7.3051 orbital_gap_ha=0.2704 smiles="CN1C=CN(C)C1(C)[N+](=O)[O-]"
C 1.074 2.254 -0.470
N 0.886 0.830 -0.270
C 1.513 -0.131 -0.971
C 0.886 -1.300 -0.963
N -0.154 -1.314 -0.019
C -1.288 -2.140 -0.277
C -0.284 0.366 0.257
C -0.581 0.528 1.692
N -1.468 0.721 -0.638
O -2.536 0.566 -0.115
O -1.204 0.692 -1.863
H 0.870 2.947 0.359
H 2.204 2.378 -0.640
H 0.549 2.789 -1.341
H 2.345 0.364 -1.577
H 1.169 -2.111 -1.607
H -1.421 -2.411 -1.447
H -1.124 -3.117 0.187
H -2.161 -1.555 0.132
H -0.019 -0.133 2.335
H -1.580 0.450 1.957
H -0.255 1.561 1.890

# 5
115
Properties=species:S:1:pos:R:3 method="wB97M-V/def2-TZVPD" e_above_lowest_kcal_mol=364.6 e_homo_ev=-10.4798 total_charge=+2 orbital_gap_ha=0.0752
N 13.824 3.001 -10.355
H 12.938 3.383 -10.056
H 14.395 3.040 -9.524
H 14.051 3.632 -11.111
H 13.842 2.103 -10.818
Sr 12.649 1.326 -16.701
Sr 8.714 5.523 -13.403
C 15.707 3.817 -22.014
C 14.436 2.996 -22.179
O 13.546 3.076 -21.126
H 16.241 3.651 -21.078
H 15.236 4.800 -21.980
H 16.365 3.564 -22.845
H 14.832 2.004 -22.401
H 13.922 3.287 -23.095
C 6.677 10.796 -18.857
C 7.392 10.397 -17.522
O 7.261 9.000 -17.247
H 7.116 11.723 -19.228
H 5.646 10.928 -18.530
H 6.732 10.012 -19.613
H 7.041 11.088 -16.755
H 8.471 10.550 -17.491
C 15.469 7.677 -14.536
C 14.549 6.800 -15.371
O 13.717 5.896 -14.648
H 15.983 8.385 -15.185
H 16.218 7.004 -14.117
H 14.930 8.164 -13.723
H 15.181 6.157 -15.983
H 13.925 7.421 -16.014
C 13.215 14.265 -14.305
C 13.819 14.512 -13.087
C 13.242 15.281 -12.113
C 12.075 15.954 -12.374
C 11.447 15.700 -13.605
C 12.007 14.835 -14.557
N 11.576 17.041 -11.500
O 10.460 17.538 -11.754
O 12.306 17.472 -10.601
H 13.746 13.700 -15.057
H 14.779 14.055 -12.898
H 13.739 15.494 -11.179
H 10.641 16.283 -14.027
H 11.542 14.789 -15.530
C 19.606 10.524 -8.295
C 19.713 10.678 -6.877
C 20.899 11.120 -6.362
C 21.929 11.453 -7.237
C 21.746 11.443 -8.661
C 20.571 10.897 -9.190
N 23.162 12.044 -6.742
O 24.014 12.570 -7.488
O 23.291 12.142 -5.513
H 18.695 10.251 -8.807
H 18.905 10.425 -6.207
H 21.023 11.381 -5.321
H 22.567 11.878 -9.213
H 20.414 10.837 -10.257
C 12.879 12.189 -22.855
C 13.290 11.163 -21.992
C 14.654 10.910 -21.918
C 15.527 11.557 -22.773
C 15.069 12.556 -23.617
C 13.744 12.924 -23.634
N 16.931 11.102 -22.942
O 17.372 10.139 -22.311
O 17.766 11.833 -23.547
H 11.846 12.455 -23.020
H 12.608 10.507 -21.473
H 15.048 10.107 -21.314
H 15.809 13.082 -24.202
H 13.289 13.586 -24.356
C 24.961 4.024 -8.943
C 24.520 2.839 -9.432
C 23.202 2.566 -9.790
C 22.314 3.676 -9.578
C 22.771 4.902 -9.039
C 24.098 5.022 -8.655
N 20.867 3.530 -9.950
O 20.477 2.412 -10.350
O 20.153 4.500 -9.858
H 26.023 4.214 -8.879
H 25.196 2.041 -9.701
H 22.993 1.618 -10.264
H 22.021 5.650 -8.829
H 24.472 5.968 -8.292
C 10.804 12.797 -6.124
C 9.411 12.700 -6.292
C 8.888 11.918 -7.325
C 9.775 11.195 -8.143
C 11.130 11.187 -7.837
C 11.732 11.998 -6.882
N 9.214 10.431 -9.280
O 10.017 10.155 -10.173
O 7.991 10.066 -9.432
H 11.127 13.342 -5.249
H 8.761 13.352 -5.728
H 7.829 11.866 -7.533
H 11.793 10.573 -8.428
H 12.797 12.070 -6.719
C 22.236 5.578 -17.551
C 23.072 5.193 -16.517
C 24.186 4.434 -16.756
C 24.494 4.106 -18.091
C 23.582 4.406 -19.138
C 22.462 5.130 -18.843
N 25.792 3.487 -18.435
O 26.682 3.570 -17.594
O 26.032 3.097 -19.549
H 21.356 6.162 -17.324
H 22.820 5.555 -15.531
H 24.711 4.133 -15.862
H 23.943 4.105 -20.110
H 21.808 5.465 -19.635

# 6
96
Properties=species:S:1:pos:R:3 method="wB97M-V/def2-TZVPD" e_homo_ev=-3.5893 total_charge=-1 orbital_gap_ha=0.1790
C 5.861 -2.446 1.401
C 5.629 -2.152 -0.107
Ga 3.716 -2.473 -0.716
I 3.467 -1.169 -3.022
B 2.315 -1.574 0.563
N 1.967 -2.184 1.878
O 1.640 -0.400 0.248
P 3.245 -4.766 -1.003
N 2.564 -5.377 0.503
O 4.762 -5.530 -1.078
H 5.614 -1.550 1.977
H 5.302 -3.316 1.750
H 6.934 -2.613 1.560
H 5.937 -1.122 -0.309
H 6.291 -2.803 -0.688
H 1.023 -2.552 1.878
H 2.110 -1.556 2.661
H 1.954 -0.096 -0.616
H 3.237 -5.915 1.037
H 2.216 -4.631 1.098
H 5.305 -5.275 -0.321
C 2.943 2.948 -0.327
Cl 2.955 2.227 -1.935
Cl 4.396 2.493 0.564
Cl 2.798 4.713 -0.421
H 2.084 2.565 0.209
C -1.121 -4.348 4.473
Cl 0.085 -3.450 3.550
Cl -2.310 -3.255 5.194
Cl -1.905 -5.560 3.453
H -0.615 -4.866 5.276
C -6.627 -3.774 4.386
Cl -4.993 -4.184 3.880
Cl -6.825 -2.022 4.521
Cl -7.831 -4.444 3.277
H -6.797 -4.206 5.363
C -11.079 -2.487 3.399
Cl -11.734 -1.465 2.115
Cl -11.519 -1.854 4.987
Cl -11.631 -4.150 3.213
H -9.998 -2.479 3.320
C 9.643 -2.143 -1.434
Cl 8.499 -0.934 -2.007
Cl 10.101 -1.828 0.246
Cl 8.984 -3.770 -1.604
H 10.536 -2.079 -2.041
C 7.180 5.169 2.606
Cl 7.250 3.604 3.420
Cl 5.952 5.157 1.343
Cl 6.878 6.468 3.765
H 8.141 5.351 2.142
C 1.726 -9.102 -1.138
Cl 2.820 -8.162 -2.142
Cl 0.501 -8.086 -0.384
Cl 0.959 -10.394 -2.086
H 2.305 -9.570 -0.353
C -13.490 1.589 0.609
Cl -12.265 2.426 -0.347
Cl -14.577 2.744 1.384
Cl -14.395 0.451 -0.393
H -12.987 1.029 1.386
C 5.367 -9.760 -5.044
Cl 7.087 -9.932 -5.425
Cl 4.938 -10.767 -3.660
Cl 4.954 -8.071 -4.766
H 4.802 -10.109 -5.898
C 7.781 10.113 1.487
Cl 6.633 11.352 0.971
Cl 8.285 10.388 3.158
Cl 7.096 8.502 1.299
H 8.658 10.186 0.857
C 0.996 6.722 -3.673
Cl -0.712 7.092 -3.947
Cl 1.671 7.784 -2.430
Cl 1.221 5.032 -3.244
H 1.526 6.914 -4.597
C -16.290 5.987 2.614
Cl -17.780 5.179 2.120
Cl -16.620 7.636 3.149
Cl -15.470 5.068 3.877
H -15.634 6.036 1.755
C 1.693 8.947 -7.533
Cl 0.270 8.016 -8.006
Cl 1.224 10.512 -6.873
Cl 2.666 8.043 -6.371
H 2.295 9.118 -8.416
C -1.432 -6.139 8.204
Cl -1.579 -4.410 8.525
Cl -2.840 -6.732 7.321
Cl 0.054 -6.494 7.319
H -1.384 -6.655 9.153
C -2.836 7.886 -10.355
Cl -4.226 6.833 -10.094
Cl -2.328 7.846 -12.045
Cl -3.194 9.537 -9.848
H -2.017 7.519 -9.750

Energy across the listed records, respectively: -3308.5353, -5766.7567, -1028.1078, -549.7731, -3201.3345, -24220.7659 hartree.